[1]
Computed, not measured: a 4-piece molecular cluster, C31H76BN9O6P3S overall at a distorted geometry, with ωB97M-V with the def2-TZVPD basis set.

Strongest force on any atom: 6.87 eV/Å
2S+1: 1
Gap between HOMO and LUMO: 5.35 eV
Calculated total energy: -98440.0482 eV
HOMO: -8.89 eV
Energy above the lowest of the compared OMol25 structures with the same formula, charge and spin: 0.0 kJ/mol
Total charge: +1

Structure (XYZ):
```
127
Properties=species:S:1:pos:R:3:forces:R:3
C 1.727 -7.749 2.728 0.49 0.25 0.60
C 2.915 -7.029 3.436 -0.99 -0.33 -0.89
O 3.048 -5.681 2.858 -0.47 0.06 0.56
B 2.664 -4.726 3.726 1.87 -1.01 -0.57
O 3.534 -4.084 4.549 -1.09 0.93 -0.85
S 0.847 -4.129 3.869 -1.18 0.79 1.02
C 0.538 -3.319 2.233 -0.23 0.25 -0.57
O 1.616 -3.607 1.399 -0.14 0.14 0.45
C 1.683 -2.677 0.331 0.04 0.03 -0.15
C 2.085 -1.390 0.651 0.02 0.16 0.29
C 2.226 -0.417 -0.324 0.39 0.09 0.11
C 2.674 0.969 0.084 0.10 -0.10 0.28
C 1.958 -0.801 -1.636 0.18 0.69 0.13
C 1.542 -2.081 -1.942 0.27 0.27 -0.16
C 1.389 -3.077 -0.968 -0.03 -0.43 -0.36
C 0.963 -4.486 -1.430 -1.26 1.02 -0.69
C -0.062 -4.323 -2.608 0.19 -1.14 0.44
C 0.256 -5.356 -0.374 1.28 -0.81 -0.32
H 0.999 -8.083 3.480 0.20 -0.23 -0.35
H 1.213 -7.067 2.041 0.23 -0.13 0.13
H 2.141 -8.582 2.152 -0.47 0.03 0.13
H 3.841 -7.571 3.224 -0.06 0.41 0.33
H 2.729 -6.946 4.518 0.34 -0.14 -0.25
H 4.251 -3.764 3.973 0.44 -0.37 0.59
H -0.014 -5.171 4.020 0.51 -0.06 -0.63
H 0.456 -2.247 2.467 0.20 -0.30 0.12
H -0.433 -3.626 1.810 0.26 -0.31 0.37
H 2.306 -1.112 1.686 -0.04 -0.25 -0.21
H 1.878 1.404 0.701 0.21 0.24 -0.40
H 2.907 1.622 -0.762 -0.38 -0.15 0.15
H 3.578 0.947 0.716 -0.24 -0.26 -0.20
H 2.098 -0.046 -2.413 -0.15 -0.34 0.06
H 1.378 -2.271 -3.000 -0.08 -0.26 0.33
H 1.832 -4.983 -1.888 -0.12 -0.09 0.59
H -0.932 -3.738 -2.286 0.33 0.18 -0.28
H 0.399 -3.975 -3.535 -0.29 0.22 0.24
H -0.443 -5.337 -2.820 0.09 0.34 -0.08
H 0.978 -5.585 0.421 -0.54 0.14 0.07
H -0.687 -4.939 -0.001 0.29 0.08 -0.08
H 0.041 -6.328 -0.846 -0.19 0.34 0.15
O -1.211 -8.489 6.699 -2.45 2.27 1.40
P -0.663 -8.364 8.113 5.42 -3.94 -0.81
N 0.823 -7.574 7.690 0.81 0.04 -0.20
C 2.106 -8.159 7.376 0.02 -0.14 0.06
C 0.687 -6.222 7.187 -0.54 0.12 0.34
N -0.647 -10.046 8.466 -0.80 -0.67 -0.43
C 0.518 -10.887 8.662 0.38 0.19 0.64
C -1.676 -10.827 7.771 -0.09 0.18 -0.45
N -0.339 -8.040 9.843 -3.07 1.56 0.40
C -1.223 -7.002 10.392 -0.22 -0.22 0.05
C 0.967 -7.918 10.452 0.66 0.41 -0.68
H 2.908 -7.539 7.795 0.01 0.06 -0.10
H 2.272 -8.253 6.293 0.04 -0.08 -0.01
H 2.244 -9.143 7.816 -0.18 -0.02 -0.02
H 0.708 -5.494 8.008 0.08 0.16 -0.14
H -0.260 -6.089 6.648 -0.01 -0.02 0.00
H 1.490 -5.956 6.491 0.13 -0.17 0.08
H 1.179 -10.903 7.787 0.01 -0.05 0.02
H 0.220 -11.920 8.847 -0.24 0.10 -0.07
H 1.085 -10.611 9.552 0.14 0.20 -0.10
H -1.369 -11.107 6.755 -0.09 -0.02 -0.01
H -2.609 -10.273 7.700 0.07 0.03 -0.08
H -1.899 -11.738 8.329 0.23 0.05 0.14
H -0.901 -5.995 10.094 -0.03 0.07 0.14
H -1.253 -7.048 11.482 0.09 -0.02 -0.03
H -2.247 -7.146 10.033 0.03 -0.01 -0.01
H 1.420 -6.929 10.297 0.04 0.00 0.02
H 1.678 -8.664 10.108 -0.09 -0.02 -0.18
H 0.860 -8.075 11.528 -0.28 0.02 -0.05
O 0.527 3.110 -0.688 3.31 1.22 -0.63
P 0.183 4.377 -1.460 -6.82 -0.46 0.39
N -0.678 5.180 -0.196 -0.60 0.16 0.31
C -2.090 5.135 0.112 -0.14 -0.15 -0.09
C 0.125 5.619 0.936 0.54 0.15 -0.40
N -0.708 3.594 -2.711 0.33 -1.08 -0.40
C -2.133 3.693 -2.963 -0.21 0.69 -0.24
C -0.276 2.228 -3.007 0.12 -0.18 0.39
N 0.145 5.879 -2.436 3.48 -0.06 -0.48
C 1.460 6.523 -2.524 0.07 -0.17 -0.28
C -0.877 6.900 -2.376 -0.41 0.19 0.95
H -2.427 6.127 0.433 0.04 -0.02 0.10
H -2.323 4.417 0.910 -0.05 0.00 0.01
H -2.706 4.885 -0.748 0.14 -0.07 -0.07
H 0.519 6.631 0.765 0.00 0.03 0.15
H 0.977 4.955 1.108 -0.03 -0.03 0.03
H -0.450 5.642 1.863 -0.14 -0.07 -0.12
H -2.735 3.360 -2.108 -0.03 -0.01 -0.04
H -2.419 3.066 -3.810 0.25 -0.07 0.02
H -2.432 4.697 -3.264 -0.01 0.11 0.23
H -0.723 1.493 -2.323 0.08 -0.07 -0.03
H 0.807 2.136 -2.939 -0.05 -0.01 0.10
H -0.546 1.958 -4.030 -0.16 0.21 0.00
H 1.706 7.072 -1.605 0.07 0.11 -0.06
H 1.500 7.220 -3.365 -0.10 0.00 0.03
H 2.241 5.773 -2.687 -0.03 -0.01 0.02
H -0.743 7.586 -1.528 -0.03 0.00 0.02
H -1.888 6.505 -2.324 0.07 -0.19 0.09
H -0.836 7.491 -3.297 0.26 -0.22 -0.10
O -1.366 7.377 -6.193 3.65 0.13 -0.05
P -1.199 8.198 -7.462 -6.68 1.03 -1.25
N -1.972 9.637 -6.900 -0.52 0.43 0.01
C -3.365 10.015 -6.992 -0.17 -0.14 -0.05
C -1.262 10.373 -5.863 0.60 -0.16 -0.26
N -2.077 7.127 -8.490 0.04 -1.13 0.09
C -3.353 7.381 -9.130 0.04 0.51 -0.51
C -2.026 5.718 -8.092 0.02 -0.02 0.46
N -0.638 9.072 -8.923 3.35 -0.97 0.52
C 0.807 9.334 -8.897 0.03 -0.27 -0.12
C -1.308 10.189 -9.551 -0.48 0.56 0.71
H -3.441 11.090 -7.193 0.01 0.02 0.11
H -3.920 9.797 -6.070 -0.05 0.01 -0.01
H -3.885 9.531 -7.813 0.12 -0.12 0.01
H -0.566 11.098 -6.307 -0.01 0.09 0.12
H -0.681 9.704 -5.221 -0.04 -0.01 0.03
H -1.942 10.924 -5.213 -0.14 -0.09 -0.11
H -4.151 7.596 -8.410 -0.03 -0.02 -0.05
H -3.676 6.509 -9.703 0.21 -0.10 0.12
H -3.294 8.178 -9.872 -0.02 0.21 0.17
H -2.770 5.477 -7.322 0.06 -0.08 0.02
H -1.044 5.454 -7.707 -0.07 0.05 0.09
H -2.203 5.075 -8.957 -0.10 0.22 -0.13
H 1.055 10.177 -8.239 0.11 0.06 -0.08
H 1.185 9.552 -9.898 -0.08 0.04 0.01
H 1.346 8.454 -8.532 -0.04 0.01 0.01
H -1.115 11.143 -9.041 -0.03 0.03 -0.01
H -2.385 10.064 -9.622 -0.01 -0.12 0.17
H -0.944 10.275 -10.578 0.20 -0.18 0.08
```
Forces are in eV/Å.

---

[2]
Computed, not measured: a 2-piece molecular cluster, C6H13NO overall at a distorted geometry, with ωB97M-V with the def2-TZVPD basis set.

Strongest force on any atom: 1.24 eV/Å
2S+1: 1
Gap between HOMO and LUMO: 9.23 eV
SMILES: C=C/C=C/CNC.O
Calculated total energy: -9968.3833 eV
HOMO: -8.36 eV
Energy above the lowest of the compared OMol25 structures with the same formula, charge and spin: 269.3 kJ/mol

Structure (XYZ):
```
21
Properties=species:S:1:pos:R:3:forces:R:3
C 0.950 -0.954 3.330 0.05 -0.45 0.09
C -0.133 -1.018 2.563 0.66 0.58 -0.39
C -0.136 -0.868 1.079 -0.18 0.22 0.53
C 0.357 0.186 0.424 -0.02 -0.68 0.30
C -0.001 0.529 -0.999 0.19 0.05 -0.04
N -1.007 1.587 -1.059 0.13 0.41 -0.24
C -2.400 1.186 -1.084 0.17 0.47 1.14
H 1.939 -0.756 2.932 -0.05 -0.22 -0.21
H 0.926 -1.216 4.381 -0.21 0.46 0.12
H -1.122 -1.066 3.009 0.04 -0.57 0.07
H -0.661 -1.681 0.590 -0.30 0.25 -0.38
H 0.995 0.824 1.034 -0.29 0.53 -0.26
H 0.830 0.892 -1.608 0.27 -0.38 0.23
H -0.393 -0.377 -1.464 -0.02 0.12 -0.19
H -0.783 2.307 -0.384 -0.33 -0.13 -0.04
H -3.036 2.011 -0.749 0.17 0.07 -0.08
H -2.600 0.373 -0.370 -0.14 -0.23 -0.35
H -2.708 0.965 -2.093 -0.11 -0.49 -0.30
O 2.654 -1.099 -3.054 -0.14 -0.10 1.21
H 2.905 -0.968 -3.953 0.34 0.17 -0.99
H 3.424 -0.855 -2.523 -0.21 -0.07 -0.21
```
Forces are in eV/Å.

---

[3]
Computed, not measured: C29H27N5O2PdS2 as an isolated structure, with ωB97M-V with the def2-TZVPD basis set.

Strongest force on any atom: 0.82 eV/Å
2S+1: 1
Gap between HOMO and LUMO: 7.53 eV
Calculated total energy: -67208.8837 eV
HOMO: -7.35 eV
Energy above the lowest of the compared OMol25 structures with the same formula, charge and spin: 0.0 kJ/mol

Structure (XYZ):
```
66
Properties=species:S:1:pos:R:3:forces:R:3
Pd 0.154 0.033 -0.297 0.25 -0.09 -0.74
C -1.103 4.108 -0.943 0.01 0.02 0.05
C -1.105 2.642 -0.610 -0.09 0.01 0.09
N 0.016 1.989 -0.580 -0.07 0.07 0.07
N 1.168 2.753 -0.763 0.08 -0.15 -0.14
C 2.255 2.073 -0.683 -0.01 0.04 -0.03
S 2.403 0.371 -0.400 -0.02 0.17 0.48
S 3.790 2.931 -0.846 0.06 -0.04 -0.11
C 3.369 4.139 -2.146 -0.02 0.05 0.07
C 3.212 3.513 -3.502 0.01 -0.03 0.00
C 4.324 3.318 -4.316 0.01 -0.02 0.01
C 4.195 2.725 -5.562 0.01 0.00 0.00
C 2.948 2.311 -6.009 0.00 0.00 -0.01
C 1.835 2.495 -5.203 -0.01 -0.01 0.00
C 1.965 3.094 -3.958 0.01 0.03 0.00
C -2.381 2.013 -0.252 0.04 -0.17 -0.06
C -3.395 2.824 0.278 -0.05 -0.03 0.02
C -4.605 2.302 0.680 0.03 0.08 0.01
C -4.831 0.933 0.540 -0.03 -0.08 0.02
C -3.865 0.105 0.016 -0.06 0.05 -0.10
C -2.620 0.614 -0.394 0.20 0.39 -0.22
O -1.737 -0.186 -0.941 -0.30 -0.19 0.74
H -0.333 4.335 -1.674 0.00 -0.03 0.00
H -0.874 4.696 -0.052 0.01 0.00 0.00
H -2.075 4.407 -1.322 0.01 0.02 -0.01
H 4.211 4.832 -2.138 -0.01 0.01 0.00
H 2.477 4.679 -1.836 -0.01 -0.02 0.01
H 5.301 3.630 -3.966 0.00 0.01 0.00
H 5.070 2.583 -6.183 0.00 0.01 0.00
H 2.845 1.853 -6.984 0.00 -0.02 0.01
H 0.859 2.169 -5.541 0.00 0.01 -0.01
H 1.096 3.231 -3.329 -0.01 0.01 0.01
H -3.216 3.883 0.409 -0.01 0.00 -0.01
H -5.363 2.945 1.106 0.01 0.01 0.00
H -5.778 0.510 0.855 0.01 -0.01 0.00
H -4.028 -0.958 -0.083 0.00 -0.03 0.00
C -2.957 -9.615 5.574 0.01 -0.03 0.00
C -3.217 -8.347 4.809 -0.02 0.03 0.00
C -4.473 -8.055 4.291 0.00 -0.01 0.01
C -4.710 -6.885 3.588 0.03 -0.01 -0.04
C -3.691 -5.957 3.398 -0.03 -0.06 -0.05
N -3.995 -4.763 2.710 -0.01 0.07 0.04
C -3.190 -3.936 1.958 0.00 -0.05 -0.06
O -3.524 -2.801 1.689 0.00 0.03 0.00
N -2.027 -4.523 1.509 -0.01 0.00 0.02
C -0.986 -3.907 0.810 0.05 0.03 -0.01
C -0.017 -4.727 0.240 -0.01 0.00 0.01
C 1.054 -4.160 -0.418 0.03 -0.02 0.02
C 1.139 -2.784 -0.498 0.10 0.09 0.03
N 0.210 -1.995 0.045 -0.18 -0.14 -0.18
C -0.842 -2.526 0.680 0.07 -0.05 0.04
C -2.433 -6.224 3.935 -0.02 0.02 0.06
C -2.207 -7.410 4.616 0.02 -0.01 -0.01
H -3.842 -10.250 5.594 0.00 0.00 0.00
H -2.675 -9.401 6.606 0.00 0.01 0.00
H -2.143 -10.188 5.126 0.00 0.01 0.00
H -5.284 -8.760 4.429 0.00 0.00 0.01
H -5.694 -6.686 3.180 0.00 0.00 -0.01
H -4.918 -4.378 2.836 0.02 0.03 0.05
H -1.953 -5.521 1.619 0.01 0.01 0.02
H -0.107 -5.804 0.315 -0.01 0.00 0.00
H 1.820 -4.773 -0.869 0.00 0.00 0.00
H 1.961 -2.291 -0.997 -0.03 0.00 -0.03
H -1.574 -1.844 1.079 -0.03 -0.01 -0.05
H -1.639 -5.493 3.858 0.00 0.00 -0.01
H -1.221 -7.597 5.025 0.00 0.00 0.01
```
Forces are in eV/Å.